19 unconnected molecules or ions with the total composition C49H146N10O19 in a non-equilibrium geometry, computed with ωB97M-V/def2-TZVPD.

Structure (XYZ):
```
224
Properties=species:S:1:pos:R:3:lowdin_charge:R:1
C 15.61 21.28 18.52 -0.141
O 16.37 20.41 19.34 -0.166
H 16.31 22.04 18.10 0.087
H 15.12 20.70 17.71 0.068
H 14.82 21.82 19.12 0.090
H 15.85 19.75 19.85 0.058
C 15.33 16.90 19.91 -0.113
O 15.33 18.11 20.69 -0.161
H 15.87 17.06 18.98 0.045
H 15.87 16.12 20.53 0.077
H 14.30 16.65 19.64 0.071
H 15.39 17.99 21.64 0.017
C 14.51 13.92 14.81 -0.173
O 15.38 14.59 13.93 -0.190
H 15.08 13.35 15.51 0.040
H 13.83 14.68 15.26 0.071
H 13.89 13.23 14.22 0.074
H 14.95 15.50 13.77 0.061
C 18.05 13.99 20.56 -0.176
O 18.10 15.36 20.24 -0.178
H 17.45 13.81 21.44 0.072
H 17.65 13.49 19.69 0.055
H 19.04 13.55 20.76 0.073
H 18.56 15.74 21.04 0.044
C 19.80 10.83 19.47 -0.106
O 19.66 11.76 18.36 -0.172
H 20.73 10.83 20.02 0.069
H 19.02 11.03 20.16 0.060
H 19.61 9.84 19.16 0.065
H 19.73 11.23 17.52 0.086
C 20.21 17.74 14.30 -0.202
O 19.08 17.56 15.05 -0.129
H 20.23 17.19 13.41 0.034
H 20.39 18.82 13.97 0.099
H 21.19 17.47 14.81 0.090
H 19.01 16.61 15.30 0.060
C 18.82 14.08 12.90 -0.160
O 17.80 13.12 13.13 -0.141
H 19.70 13.45 12.82 0.051
H 18.75 14.55 11.92 0.073
H 19.05 14.83 13.67 0.056
H 16.90 13.54 13.12 0.060
C 18.86 18.23 18.27 -0.173
O 18.88 19.02 19.41 -0.149
H 17.86 17.71 18.02 0.083
H 19.06 18.82 17.31 0.088
H 19.58 17.43 18.40 0.051
H 18.10 19.64 19.43 0.066
C 18.02 14.37 16.68 -0.170
O 19.16 14.73 15.94 -0.169
H 17.71 15.12 17.47 0.086
H 17.17 14.35 15.97 0.071
H 18.03 13.39 17.15 0.055
H 19.85 14.83 16.67 0.062
C 16.47 9.01 17.55 -0.066
C 16.57 10.37 16.89 -0.388
C 17.45 10.46 15.69 -0.199
O 18.79 10.01 15.98 -0.219
C 19.72 10.20 14.93 -0.089
N 15.14 10.66 16.34 0.058
H 16.10 8.26 16.82 0.093
H 15.73 9.17 18.34 0.073
H 17.38 8.61 17.90 0.058
H 16.86 11.12 17.68 0.137
H 17.52 11.47 15.30 0.110
H 17.11 9.85 14.82 0.143
H 20.78 10.08 15.29 0.073
H 19.58 11.19 14.47 0.087
H 19.54 9.50 14.09 0.094
H 14.56 10.62 17.17 0.018
H 14.99 9.91 15.64 0.084
C 22.44 18.12 11.02 -0.059
C 23.15 16.91 10.38 -0.438
C 22.78 15.71 11.22 -0.246
O 23.26 15.84 12.53 -0.185
C 23.46 14.61 13.16 -0.111
N 22.80 16.72 8.93 0.026
H 22.75 18.20 12.08 0.085
H 21.35 17.92 10.83 0.087
H 22.73 19.02 10.49 0.068
H 24.23 17.08 10.50 0.139
H 23.18 14.75 10.79 0.126
H 21.72 15.72 11.16 0.107
H 22.54 13.98 13.15 0.092
H 23.77 14.84 14.17 0.077
H 24.25 14.04 12.67 0.082
H 23.32 15.90 8.59 0.065
H 21.77 16.63 8.75 0.088
C 14.50 13.04 19.04 -0.041
C 13.18 12.54 18.45 -0.474
C 12.77 11.20 18.99 -0.250
O 12.44 11.25 20.35 -0.164
C 11.71 10.09 20.69 -0.119
N 12.15 13.50 18.63 0.068
H 14.20 13.62 19.95 0.083
H 14.99 13.73 18.37 0.066
H 15.10 12.19 19.42 0.085
H 13.31 12.34 17.41 0.112
H 13.46 10.38 18.83 0.104
H 11.88 10.94 18.37 0.137
H 11.41 10.20 21.75 0.096
H 12.21 9.17 20.50 0.074
H 10.71 10.06 20.22 0.095
H 11.46 13.54 17.95 0.054
H 11.73 13.52 19.54 0.078
C 13.96 18.34 24.45 -0.063
C 15.13 17.45 24.67 -0.445
C 14.79 16.29 25.57 -0.188
O 14.07 16.77 26.77 -0.203
C 14.41 15.96 27.92 -0.101
N 15.61 16.96 23.37 0.054
H 13.65 18.76 25.37 0.065
H 13.12 17.81 23.99 0.094
H 14.24 19.18 23.77 0.094
H 15.96 17.97 25.20 0.157
H 15.72 15.71 25.81 0.130
H 14.16 15.60 25.07 0.109
H 14.31 14.94 27.67 0.064
H 13.69 16.24 28.69 0.087
H 15.47 16.19 28.25 0.105
H 15.17 16.12 23.09 0.069
H 16.62 16.75 23.45 0.086
C 19.55 18.53 22.48 -0.051
C 20.29 17.24 22.05 -0.397
C 21.75 17.28 22.55 -0.191
O 22.40 16.14 21.99 -0.220
C 23.77 16.09 22.29 -0.106
N 19.60 16.06 22.63 0.038
H 19.93 19.38 21.86 0.075
H 19.82 18.78 23.51 0.083
H 18.50 18.54 22.25 0.064
H 20.25 17.16 20.97 0.100
H 21.75 17.18 23.63 0.118
H 22.23 18.27 22.25 0.148
H 24.27 16.93 21.80 0.086
H 24.32 15.19 21.93 0.099
H 23.92 16.09 23.36 0.081
H 20.27 15.32 22.79 0.075
H 19.15 16.38 23.54 0.110
C 21.58 10.73 11.44 -0.058
C 23.05 10.94 11.69 -0.433
C 23.46 10.60 13.13 -0.237
O 22.72 11.32 14.04 -0.187
C 23.07 11.04 15.36 -0.134
N 23.84 10.06 10.82 0.050
H 20.97 11.54 11.87 0.076
H 21.21 9.76 11.86 0.091
H 21.33 10.55 10.42 0.061
H 23.28 12.05 11.49 0.137
H 24.54 10.87 13.19 0.131
H 23.43 9.53 13.27 0.126
H 22.82 9.98 15.64 0.096
H 22.48 11.74 15.98 0.094
H 24.11 11.13 15.63 0.080
H 23.70 10.29 9.90 0.040
H 24.81 10.19 11.05 0.065
C 22.41 13.23 19.47 -0.030
C 22.04 14.62 18.84 -0.336
C 23.00 14.96 17.70 -0.227
O 24.28 15.04 18.29 -0.209
C 25.39 15.40 17.38 -0.048
N 20.58 14.65 18.39 0.091
H 22.12 13.27 20.50 0.068
H 23.47 13.10 19.40 0.064
H 21.87 12.46 18.91 0.053
H 22.23 15.32 19.64 0.100
H 22.63 15.94 17.30 0.117
H 22.93 14.24 16.89 0.115
H 25.11 16.17 16.70 0.072
H 25.78 14.59 16.82 0.062
H 26.16 15.63 18.15 0.098
H 20.24 13.68 18.37 0.049
H 20.04 15.30 18.91 0.028
C 11.31 21.73 16.85 -0.074
C 11.30 20.66 15.86 -0.458
C 11.46 19.23 16.46 -0.220
O 10.46 18.90 17.38 -0.167
C 10.67 17.74 18.08 -0.116
N 10.16 20.74 14.97 0.046
H 11.51 22.67 16.42 0.064
H 12.11 21.58 17.60 0.091
H 10.39 21.83 17.39 0.078
H 12.23 20.80 15.25 0.142
H 12.40 19.22 17.07 0.120
H 11.66 18.55 15.65 0.100
H 10.44 16.88 17.43 0.094
H 10.03 17.68 18.95 0.090
H 11.71 17.61 18.32 0.068
H 9.27 20.62 15.54 0.106
H 10.20 19.96 14.38 0.041
C 15.13 17.43 16.33 -0.029
C 14.65 18.07 14.98 -0.358
C 15.93 18.50 14.22 -0.174
O 15.59 18.89 12.88 -0.199
C 15.13 20.23 12.70 -0.111
N 13.94 17.03 14.17 0.040
H 14.30 16.92 16.81 0.066
H 15.46 18.17 17.00 0.035
H 15.92 16.70 16.07 0.085
H 13.98 18.89 15.07 0.092
H 16.54 17.61 14.01 0.124
H 16.54 19.21 14.76 0.125
H 14.01 20.30 12.68 0.082
H 15.36 20.69 11.73 0.084
H 15.39 20.86 13.57 0.088
H 12.99 16.89 14.52 0.085
H 13.88 17.32 13.20 0.087
C 22.14 21.51 16.80 -0.047
C 21.26 20.90 17.91 -0.437
C 22.02 20.68 19.21 -0.185
O 23.05 19.71 19.02 -0.188
C 22.56 18.38 18.93 -0.080
N 20.19 21.81 18.20 0.059
H 22.25 22.61 16.86 0.077
H 21.91 21.18 15.75 0.083
H 23.17 21.11 16.92 0.075
H 20.93 19.93 17.59 0.091
H 21.39 20.39 20.02 0.095
H 22.53 21.56 19.55 0.122
H 21.73 18.18 19.62 0.076
H 23.38 17.79 19.26 0.078
H 22.25 18.24 17.90 0.080
H 19.47 21.42 18.78 0.054
H 19.72 22.21 17.45 0.048
```

The value obtained for the energy relative to the best compared isomer or geometry (same formula, charge and spin) is 0.000 eV. Its LUMO energy is 0.30 eV. The charge is 0. The molecular weight comes out at 1179.8 g mol⁻¹. The HOMO-LUMO gap is 8.788 eV.

---

A molecular structure, C49H30BrCaF4N5O2PS in a non-equilibrium geometry, computed with ωB97M-V/def2-TZVPD.

Structure (XYZ):
```
94
Properties=species:S:1:pos:R:3:lowdin_charge:R:1
Ca 0.17 -0.24 -0.35 1.157
O -1.66 2.46 1.23 0.053
C -1.62 1.25 1.42 -0.520
N -0.64 0.58 2.03 -0.114
C 0.42 1.38 2.54 -0.266
C 0.21 2.01 3.76 -0.039
C 1.23 2.68 4.40 -0.098
C 2.48 2.74 3.80 -0.101
C 2.68 2.17 2.56 -0.015
C 1.67 1.48 1.88 -0.224
N 1.82 0.86 0.65 -0.043
C 2.91 1.05 -0.09 -0.511
O 3.86 1.82 0.08 0.003
C 2.99 0.17 -1.32 -0.238
C 4.26 -0.18 -1.78 -0.014
C 4.37 -0.97 -2.91 -0.059
C 3.21 -1.33 -3.58 -0.052
C 2.00 -0.90 -3.07 -0.120
N 1.88 -0.19 -1.96 0.015
C -2.80 0.44 0.94 -0.220
C -4.08 0.78 1.38 -0.013
C -5.15 0.06 0.89 -0.066
C -4.91 -0.93 -0.05 -0.052
C -3.60 -1.17 -0.44 -0.109
N -2.57 -0.51 0.05 0.115
H -0.77 1.93 4.21 0.121
H 1.06 3.14 5.37 0.096
H 3.29 3.24 4.30 0.095
H 3.64 2.26 2.09 0.091
H 5.11 0.18 -1.23 0.115
H 5.34 -1.29 -3.27 0.104
H 3.25 -1.94 -4.46 0.100
H 1.08 -1.14 -3.59 0.108
H -4.21 1.57 2.10 0.122
H -6.16 0.27 1.22 0.106
H -5.72 -1.51 -0.47 0.102
H -3.37 -1.94 -1.16 0.110
F 1.90 -7.21 2.97 0.097
C 1.53 -5.92 2.88 -0.140
C 0.52 -5.42 3.70 -0.130
F -0.08 -6.22 4.60 0.098
C 0.14 -4.09 3.57 -0.217
F -0.81 -3.65 4.42 0.091
C 0.69 -3.22 2.64 -0.254
P -0.01 -1.33 2.22 1.035
C -1.70 -2.01 2.36 -0.344
C -1.94 -3.17 1.62 -0.114
C -3.17 -3.80 1.67 -0.078
C -4.18 -3.28 2.46 -0.096
C -3.97 -2.10 3.14 -0.086
C -2.75 -1.46 3.08 -0.112
C 0.54 -0.97 3.95 -0.324
C -0.26 -0.81 5.07 -0.091
C 0.29 -0.46 6.29 -0.089
C 1.66 -0.27 6.41 -0.102
C 2.48 -0.49 5.32 -0.079
C 1.92 -0.84 4.10 -0.093
C 1.72 -3.75 1.86 -0.565
Br 2.63 -2.63 0.60 0.856
C 2.14 -5.07 1.97 -0.264
F 3.13 -5.54 1.20 0.053
H -1.16 -3.56 0.99 0.093
H -3.34 -4.69 1.07 0.104
H -5.13 -3.79 2.51 0.097
H -4.77 -1.68 3.73 0.104
H -2.63 -0.50 3.57 0.103
H -1.33 -0.97 5.01 0.086
H -0.35 -0.31 7.14 0.098
H 2.08 0.04 7.36 0.094
H 3.55 -0.37 5.41 0.104
H 2.57 -0.98 3.24 0.096
S -2.15 0.74 -4.28 1.096
C -1.59 2.28 -3.69 -0.460
C -1.74 3.54 -4.24 -0.105
C -1.18 4.61 -3.56 -0.100
C -0.49 4.43 -2.37 -0.076
C -0.34 3.17 -1.81 0.006
C -0.90 2.08 -2.48 -0.296
N -0.83 0.79 -2.07 -0.039
C -1.40 -0.04 -2.87 -0.524
C -1.36 -1.47 -2.72 -0.349
C -2.05 -2.28 -3.63 -0.093
C -1.94 -3.65 -3.57 -0.110
C -1.13 -4.21 -2.59 -0.099
C -0.48 -3.40 -1.68 -0.150
C -0.56 -2.00 -1.67 -0.204
H -2.27 3.68 -5.17 0.100
H -1.29 5.61 -3.97 0.096
H -0.07 5.29 -1.86 0.103
H 0.18 3.01 -0.88 0.112
H -2.67 -1.81 -4.39 0.073
H -2.49 -4.28 -4.25 0.092
H -1.01 -5.29 -2.56 0.093
H 0.15 -3.89 -0.94 0.063
```

The value obtained for the energy relative to the best compared isomer or geometry (same formula, charge and spin) is 2.295 eV. Its LUMO energy is 2.20 eV. The charge is -1. The molecular weight comes out at 979.8 g mol⁻¹. The HOMO-LUMO gap is 6.927 eV.